Entry 1:
{"formula": "C2H7N3O2", "method": "ωB97M-V/def2-TZVPD", "gap_ev": [6.75, 6.66], "multiplicity": 1, "molar_mass_g_mol": 105.097, "elements": ["H", "N", "N", "C", "H", "C", "H", "H", "O", "H", "O", "H", "N", "H"], "xyz": [[-1.6078, 2.1961, 0.4061], [-2.2762, -0.3366, -0.2501], [0.2156, 0.0647, 0.2624], [0.7059, 0.3559, -1.0484], [0.4284, -1.9047, 0.2404], [0.6604, -1.1531, 0.9851], [0.1178, -1.1350, 1.8263], [1.8442, 0.6721, -0.9879], [-0.6284, 2.1247, 0.2869], [0.2099, 1.1603, -1.3563], [-1.4735, -1.0520, -0.7453], [1.7404, -1.3668, 1.2644], [-0.5035, 0.9093, 0.9582], [0.5669, -0.5349, -1.8418]]}

***

Entry 2:
{"formula": "C30H64MnN2O4SSi4", "method": "ωB97M-V/def2-TZVPD", "gap_ev": [6.46, 8.20], "total_charge": 2, "multiplicity": 2, "molar_mass_g_mol": 716.201, "elements": ["H", "C", "H", "C", "C", "C", "H", "H", "H", "H", "H", "C", "H", "H", "Si", "H", "C", "C", "H", "C", "Si", "H", "O", "H", "H", "H", "C", "H", "H", "N", "H", "H", "C", "H", "H", "O", "H", "H", "H", "H", "C", "H", "H", "H", "H", "H", "S", "Si", "C", "N", "C", "H", "C", "H", "H", "C", "H", "C", "H", "C", "H", "H", "Si", "Mn", "H", "H", "C", "C", "H", "C", "H", "H", "H", "C", "H", "H", "H", "C", "H", "C", "H", "H", "H", "H", "H", "H", "H", "H", "H", "H", "C", "H", "H", "C", "O", "C", "C", "C", "C", "H", "H", "H", "H", "O", "H", "C"], "xyz": [[5.9124, -1.1961, 0.3825], [-3.9284, 0.9521, 2.6832], [3.9599, -4.2448, 1.1733], [-2.5088, 3.8125, 0.0919], [2.4717, -0.3856, 1.1462], [-1.9490, 3.4738, -2.3232], [-0.9083, 3.3195, -2.0311], [-6.4173, -0.7449, -2.3070], [2.8673, 0.3428, 4.6278], [1.1445, 2.7109, -3.9825], [4.6588, -1.7819, -3.6525], [4.3257, -1.8617, 3.0392], [-3.1021, 2.8064, 3.4206], [-4.9911, 2.9326, -0.7720], [2.8621, -2.1568, 1.8880], [-1.4902, 3.5658, 0.3967], [3.0263, -3.9519, -4.4082], [2.9873, 2.8848, -2.8636], [2.1339, -4.0876, -5.0201], [-4.0586, -0.4929, 3.1447], [-2.8468, 0.5323, 0.1274], [1.7862, -5.0825, -2.3216], [-2.6889, 1.6392, -1.0171], [2.4731, 2.0452, 4.4340], [3.8779, 1.3775, 3.6116], [-6.0373, 1.3582, 2.8558], [-3.4477, 1.8498, 3.8151], [-4.4256, -1.1198, 2.3317], [4.2445, -0.9376, 3.6099], [2.8557, -2.8504, -3.4591], [-2.8054, -1.7868, -2.4176], [2.1737, 2.9771, 1.2752], [-5.8199, -0.3766, -1.4738], [1.4729, -3.8803, 2.9999], [-0.3366, -0.7012, 2.7737], [-3.8014, -0.6996, -0.1929], [3.8639, -3.7193, -5.0579], [-2.0921, 4.5255, -2.5693], [-2.1640, 2.8782, -3.2121], [-3.0906, -0.8738, 3.4742], [1.2811, 2.4286, 1.5840], [5.9512, -0.1362, -1.0196], [2.4899, -4.0064, 0.2403], [-2.5757, 4.8856, -0.0824], [-5.5235, -3.1205, -1.7002], [4.6617, 2.7770, -1.5200], [-0.8221, -0.4193, -0.0371], [4.0362, 0.4558, 0.4318], [3.6938, 2.3724, -1.7870], [1.9565, 0.8267, -1.3325], [1.3375, -2.8202, 2.7760], [-5.5230, 0.9017, 1.2266], [3.1638, 1.3365, -1.0304], [-0.6563, 0.9426, 3.2803], [-4.2696, -1.6292, -3.4023], [-4.3331, 3.3105, -1.5570], [-2.6368, 1.3845, 4.3751], [2.0438, -2.9404, -2.4248], [-3.1827, 3.5455, 0.9058], [2.8530, 1.1645, 3.9101], [-4.7584, -0.5519, 3.9778], [3.2475, -4.8863, -3.8972], [1.6735, 0.8069, 2.4856], [1.1687, -0.7128, -0.3924], [4.3821, 2.5665, 1.7573], [-5.5203, -2.6508, 0.0068], [1.2607, 1.3176, -2.3761], [5.2866, -0.7056, -0.3659], [3.9692, -3.1310, -0.1826], [-3.7170, -1.2028, -2.5664], [5.7897, 2.1310, 0.7838], [0.2793, -0.1312, 4.3236], [1.1589, -2.3039, 3.7197], [3.5861, -1.6240, -3.7631], [-3.4419, -0.1762, -2.8140], [5.2689, -1.8428, 2.4895], [-5.1638, 2.5264, 1.8535], [-4.9334, -2.6541, -0.9118], [-5.5475, 0.6620, -1.6720], [3.3647, -3.4951, 0.6468], [0.6684, 2.2472, 0.7000], [-4.5210, 4.3769, -1.6803], [-4.5767, 2.8087, -2.4945], [-6.4311, -0.4178, -0.5717], [4.8062, -1.4787, -0.9620], [0.4627, -4.2026, -3.0801], [-4.0327, -3.2459, -0.7448], [3.3834, -1.3357, -4.7941], [3.2708, -0.8260, -3.0987], [-4.2707, 2.0435, 4.5026], [1.7428, 2.3424, -3.1612], [3.3932, 3.6880, -3.4645], [0.4412, -2.7218, 2.1592], [0.0965, 0.1544, 3.2860], [1.9450, -2.0050, -1.5786], [4.9947, 1.7312, 1.4184], [-5.2457, 1.4700, 2.1163], [-2.8764, 3.0691, -1.1850], [1.1979, -4.1682, -2.2731], [4.3756, -2.6908, 3.7489], [5.4842, 1.2899, 2.2884], [0.2889, 0.8789, -2.5654], [0.6732, -4.1265, -1.3230], [-2.9037, 1.0220, 1.6417], [0.7168, 3.0740, 2.2606], [-4.5704, -1.2304, -1.3054]]}